Entry 1:
{
  "formula": "C4H10N2O",
  "method": "ωB97M-V with the def2-TZVPD basis set",
  "species": ["C", "N", "C", "N", "O", "C", "C", "H", "H", "H", "H", "H", "H", "H", "H", "H", "H"],
  "xyz": [[0.465247, 1.058828, -0.113973], [0.693850, 0.499016, 1.180912], [0.958113, -0.709475, 1.734753], [1.078374, -1.770508, 0.848975], [0.934093, -0.902904, 2.931820], [-1.004323, 0.900924, -0.617271], [-1.165395, -0.121628, -1.733945], [1.226625, 0.735182, -0.838154], [0.703563, 2.123769, -0.061131], [0.614916, 1.147850, 1.949517], [0.732465, -1.656932, -0.085189], [1.415771, -2.555369, 1.347088], [-1.550942, 0.696438, 0.299491], [-1.441787, 1.871800, -0.874744], [-1.488483, -1.079420, -1.323729], [-1.950417, 0.153196, -2.433278], [-0.221664, -0.390760, -2.211142]],
  "forces_ev_per_angstrom": [[0.0, 0.4, -1.0], [0.4, 1.3, 1.7], [-1.3, -1.4, -1.6], [0.2, 2.0, 0.7], [0.8, 0.3, 0.6], [0.7, 0.6, 0.4], [-0.5, -0.8, 0.7], [-0.4, -0.5, 0.0], [-0.1, 0.0, 0.4], [-0.2, 0.2, -0.1], [0.3, -0.7, -0.1], [-0.1, -1.2, -0.5], [-0.3, -0.7, -0.1], [0.5, 0.0, -0.5], [-0.2, -0.1, 0.2], [0.3, 0.1, -0.3], [-0.1, 0.6, -0.4]],
  "e_homo_ev": -9.49,
  "homo_lumo_gap_ev": 10.36,
  "relative_energy_kcal_mol": 20.4,
  "charge": 0,
  "smiles": "CCCNC(N)=O"
}

---

Entry 2:
{
  "formula": "C4H10N2O",
  "method": "ωB97M-V with the def2-TZVPD basis set",
  "species": ["N", "C", "C", "N", "C", "C", "O", "H", "H", "H", "H", "H", "H", "H", "H", "H", "H"],
  "xyz": [[-2.767460, -0.080221, -1.255808], [-2.442081, 0.454605, 0.037379], [-1.016184, 1.041919, 0.067086], [0.009821, 0.056821, -0.033310], [1.389364, 0.390106, 0.240894], [2.205963, -0.807259, 0.746025], [3.295508, -1.093882, 0.385065], [-2.115211, -0.788925, -1.561482], [-3.685618, -0.516277, -1.213924], [-3.106520, 1.282362, 0.268312], [-2.517067, -0.235568, 0.884869], [-0.947349, 1.731625, -0.791355], [-0.852756, 1.612109, 0.972185], [-0.102975, -0.661680, -0.752313], [1.441301, 1.185130, 0.988822], [1.773017, 0.801364, -0.708689], [1.692299, -1.362353, 1.551767]],
  "forces_ev_per_angstrom": [[-0.2, -0.1, -0.1], [0.6, 0.1, 0.6], [-1.1, -0.2, 0.3], [0.7, 0.7, -0.9], [-0.2, 0.3, -0.1], [-0.3, -0.4, 0.6], [0.3, 0.2, -0.4], [-0.1, -0.3, -0.1], [0.2, 0.1, -0.3], [-0.1, 0.1, -0.1], [-0.1, -0.2, 0.0], [0.3, -0.1, -0.1], [0.1, 0.2, 0.2], [-0.2, -0.2, 0.3], [-0.1, 0.0, 0.0], [0.3, -0.2, 0.1], [0.0, -0.1, 0.0]],
  "spin_multiplicity": 2,
  "e_homo_ev": [-13.99, -13.98],
  "homo_lumo_gap_ev": [10.25, 5.64],
  "relative_energy_kcal_mol": 38.7,
  "charge": 1
}

---

Entry 3:
{
  "formula": "C4H10N2O2",
  "method": "ωB97M-V with the def2-TZVPD basis set",
  "species": ["C", "C", "C", "C", "N", "N", "O", "O", "H", "H", "H", "H", "H", "H", "H", "H", "H", "H"],
  "xyz": [[1.314298, -0.429648, -0.722340], [-0.058915, -0.992591, 1.350839], [-1.925936, 0.125856, -1.064918], [0.672288, 0.098939, 0.570538], [1.357087, 1.120313, 1.272572], [-0.927165, 1.146637, -1.063608], [1.091104, 1.269700, 2.606932], [-0.171124, 1.295253, -2.199777], [0.961540, 0.295023, -1.516082], [0.877192, -1.423783, -0.935768], [2.483724, -0.400628, -0.719567], [0.570136, -1.908504, 1.738570], [-0.867147, -1.343105, 0.699343], [-0.339696, -0.427009, 2.352007], [-2.838404, 0.311885, -1.638342], [-1.513400, -0.826787, -1.475714], [-2.202330, -0.074708, 0.079560], [1.450797, 2.061248, 0.769409]],
  "forces_ev_per_angstrom": [[0.7, 1.3, 0.6], [1.0, 1.5, 2.4], [0.5, -1.4, 1.7], [1.5, -1.0, -0.6], [-0.2, 0.0, -1.1], [0.6, 2.0, -0.2], [-0.1, 0.4, 0.5], [-1.9, -0.6, 0.8], [0.7, -0.8, 0.0], [0.6, 0.3, 0.0], [-1.7, -0.5, 0.2], [-0.6, 1.3, -0.9], [0.0, -0.2, 0.6], [-0.1, -1.2, -1.9], [-0.4, 0.4, -0.2], [-0.2, -0.1, 0.1], [0.3, 0.5, -2.5], [-0.5, -1.9, 0.6]],
  "e_homo_ev": [2.38, 3.25],
  "homo_lumo_gap_ev": [4.69, 3.90],
  "relative_energy_kcal_mol": 90.1,
  "charge": -2
}

---

Entry 4:
{
  "formula": "C4H10N2O2",
  "method": "ωB97M-V with the def2-TZVPD basis set",
  "species": ["C", "C", "C", "N", "C", "N", "O", "O", "H", "H", "H", "H", "H", "H", "H", "H", "H", "H"],
  "xyz": [[-0.026530, -0.831189, 0.018131], [0.083099, -1.863268, 1.105869], [1.165704, 1.694681, -0.382341], [0.787879, 0.600472, 0.494713], [-1.092731, 0.247552, 0.173025], [-1.636235, 0.658279, -1.039948], [0.180841, -1.253636, -1.255147], [-1.789203, 0.227021, 1.207978], [0.953656, -1.837071, -1.269405], [0.726323, 0.841041, 1.476406], [-1.040429, 0.672958, -1.851974], [-2.452064, 1.244815, -0.947391], [-0.181495, -1.428797, 2.064973], [-0.615518, -2.674116, 0.893809], [1.105194, -2.241404, 1.153777], [0.403629, 2.483632, -0.437449], [1.335809, 1.318286, -1.392105], [2.092068, 2.140746, -0.012921]],
  "forces_ev_per_angstrom": [[-0.3, 3.4, 1.4], [0.2, 0.4, -0.2], [0.0, -0.2, 0.1], [0.7, -1.2, -0.7], [-2.8, -4.5, -0.2], [0.7, 0.5, 0.8], [0.8, 0.3, 0.1], [0.8, 1.3, -0.4], [-0.1, 0.1, -0.1], [-0.2, -0.4, -0.2], [-0.4, 0.2, -0.1], [0.3, 0.2, -0.3], [0.0, 0.0, 0.0], [0.1, 0.0, 0.0], [0.0, -0.1, 0.0], [0.0, -0.1, 0.0], [0.1, 0.0, 0.0], [0.0, 0.0, -0.2]],
  "e_homo_ev": -8.17,
  "homo_lumo_gap_ev": 8.78,
  "relative_energy_kcal_mol": 73.5,
  "charge": 0
}

---

Entry 5:
{
  "formula": "C4H10N2O2",
  "method": "ωB97M-V with the def2-TZVPD basis set",
  "species": ["C", "N", "O", "H", "H", "H", "H", "H", "C", "C", "C", "N", "O", "H", "H", "H", "H", "H"],
  "xyz": [[0.459909, -1.122973, -1.481943], [1.764274, -1.233742, -0.962912], [-0.417318, -2.059989, -1.044502], [-0.924228, -1.655282, -0.228851], [2.568941, -1.287562, -1.567642], [1.798147, -1.297663, 0.046309], [0.451652, -1.020619, -2.569482], [-0.009498, -0.083772, -0.994140], [-1.578062, 1.616701, -0.158913], [-0.750947, 0.488764, 0.423079], [0.829461, 0.625294, 2.183199], [0.437189, 0.954900, 1.032669], [-1.298397, -0.581126, 0.789932], [-2.345068, 1.202132, -0.810402], [-2.073235, 2.145295, 0.658591], [-0.943506, 2.323371, -0.690806], [1.842402, 0.882813, 2.479127], [0.188284, 0.103457, 2.896688]],
  "forces_ev_per_angstrom": [[-0.4, 1.9, 1.2], [-0.2, 0.0, -0.2], [-1.2, -0.2, 1.0], [0.8, -0.9, -1.3], [-0.2, 0.0, 0.5], [0.6, -0.1, -0.5], [0.0, 0.1, 0.1], [0.8, -1.0, -1.4], [0.3, -0.3, -0.6], [-1.8, 0.1, 2.8], [-0.6, -0.1, -0.1], [1.0, -0.3, -1.2], [0.8, 1.0, -0.6], [0.0, 0.1, 0.0], [0.1, -0.1, 0.1], [-0.1, 0.0, 0.0], [-0.1, 0.2, 0.1], [0.0, -0.2, 0.0]],
  "e_homo_ev": -8.93,
  "homo_lumo_gap_ev": 8.68,
  "relative_energy_kcal_mol": 86.5,
  "charge": 0,
  "smiles": "C=NC(C)=O.NCO"
}

---

Entry 6:
{
  "formula": "C4H10N2O2",
  "method": "ωB97M-V with the def2-TZVPD basis set",
  "species": ["C", "C", "O", "N", "H", "H", "H", "H", "H", "C", "C", "O", "N", "H", "H", "H", "H", "H"],
  "xyz": [[0.275325, -1.304190, 2.400785], [0.472906, 0.192159, 2.536603], [0.108691, 0.838848, 3.480849], [0.860241, 0.795498, 1.298508], [1.052303, 1.830727, 1.289706], [1.488437, 0.340380, 0.723268], [0.494377, -1.644961, 1.371944], [-0.846172, -1.630276, 2.485752], [0.646699, -2.153193, 2.945632], [0.031229, 0.771506, -2.838389], [-0.118451, 0.112497, -1.505331], [0.737833, -0.291877, -0.729425], [-1.483883, -0.331131, -1.397356], [0.967027, 1.294877, -2.749204], [-0.831086, 1.382180, -3.052088], [-1.788670, -0.547783, -0.575043], [-2.259793, 0.167725, -1.889555], [0.192989, 0.177014, -3.796653]],
  "forces_ev_per_angstrom": [[-2.6, -2.1, -2.0], [0.1, 0.4, -1.7], [0.0, 0.2, 0.6], [-0.7, 2.6, 3.9], [-0.5, -1.6, 0.7], [1.0, -1.2, -0.9], [0.0, 0.6, 0.2], [1.5, 1.4, -0.1], [1.2, 0.7, 1.3], [1.5, 0.1, -1.1], [-2.2, -3.4, -0.6], [-1.2, 0.3, -2.9], [2.1, 3.0, -5.6], [0.2, 1.0, -0.3], [0.0, 0.6, 0.0], [-1.8, -2.0, 6.4], [1.6, -0.5, 0.3], [-0.4, -0.2, 1.7]],
  "e_homo_ev": -9.25,
  "homo_lumo_gap_ev": 9.87,
  "relative_energy_kcal_mol": 57.8,
  "charge": 0,
  "smiles": "CC(N)=O.CC(N)=O"
}